Record 1
A 2-piece molecular cluster, C10H10N2 overall in a non-equilibrium geometry, computed with ωB97M-V/def2-TZVPD.

Geometry as XYZ:
```
22
Properties=species:S:1:pos:R:3:forces:R:3
N 2.187369 -0.005020 -0.984320 0.1 1.1 0.3
C 1.906849 1.098010 -1.723609 -1.7 -1.4 0.6
C 1.274359 -0.452500 -0.094650 1.5 -1.2 -1.5
C 0.593860 1.652049 -1.719379 0.6 -0.8 1.3
C 0.000000 0.000000 0.000000 -1.7 1.0 -0.5
C -0.385640 1.082669 -0.819780 1.4 1.0 -1.1
H 2.671979 1.432799 -2.436419 -0.3 -0.1 0.5
H 1.521199 -1.404130 0.394320 0.2 0.6 0.1
H 0.468770 2.525789 -2.372469 -0.6 -0.5 0.5
H -0.700090 -0.584130 0.611770 0.2 0.7 -0.1
H -1.379960 1.548109 -0.802530 0.4 -0.5 0.1
N -5.072048 2.453459 1.936729 0.1 0.5 0.5
C -3.881129 1.834859 1.868809 -1.8 0.7 -0.6
C -6.137908 1.871719 2.547529 2.4 -0.2 0.7
C -3.792008 0.533370 2.259149 2.1 -2.3 -0.6
C -6.022268 0.545840 3.040219 -0.3 -0.2 -1.0
C -4.842418 -0.194160 2.741829 -2.3 1.1 1.4
H -3.043139 2.363539 1.395659 -0.4 -0.1 0.3
H -6.887717 2.629539 2.810399 -0.3 -1.0 -0.4
H -2.877059 -0.044410 2.073009 -0.1 0.5 0.2
H -6.868377 0.020220 3.502209 0.3 0.5 -0.1
H -4.808258 -1.250630 3.039019 0.3 0.6 -0.3
```
Positions in Å, forces in eV/Å.

Properties
* Kohn-Sham gap: 10.40 eV
* SMILES: c1ccncc1.c1ccncc1
* strongest force on any atom: 3.2 eV/Å
* energy above the lowest of the compared OMol25 structures with the same formula, charge and spin: 49.1 kcal/mol

Record 2
A 2-piece molecular cluster, CH2N2O3S overall in a non-equilibrium geometry, computed with ωB97M-V/def2-TZVPD.

Geometry as XYZ:
```
9
Properties=species:S:1:pos:R:3:forces:R:3
C -2.159977 -0.928659 0.510005 -3.3 0.6 1.2
N -1.041611 -0.955887 0.122317 2.5 -1.0 -1.5
N 1.254683 0.772071 -1.255454 -4.1 0.7 1.7
O -3.280570 -0.844575 0.879722 0.5 -0.2 -0.1
O 0.006893 0.502677 1.240659 -1.3 0.8 0.6
O 2.073139 0.602499 -0.148086 1.7 -0.7 1.9
S 1.419362 0.226354 1.346041 1.7 0.1 -1.6
H 1.466514 0.050958 -1.920250 0.1 -0.8 0.0
H 0.261568 0.574562 -0.774952 2.1 0.5 -2.3
```
Positions in Å, forces in eV/Å.

Properties
* Kohn-Sham gap (alpha / beta): 8.26 / 6.11 eV
* strongest force on any atom: 4.5 eV/Å
* energy above the lowest of the compared OMol25 structures with the same formula, charge and spin: 106.9 kcal/mol

Record 3
A 2-piece molecular cluster, C12H19B4ClO13PS overall, computed with ωB97M-V/def2-TZVPD.

Geometry as XYZ:
```
51
Properties=species:S:1:pos:R:3:forces:R:3
C -2.624082 0.565561 -3.769338 -0.2 -0.4 -0.2
C -1.814589 -0.678641 -3.414913 0.6 0.3 0.2
C -0.326167 -0.427676 -3.711391 -0.4 0.1 0.1
C -1.960742 -1.089791 -1.941345 -0.4 -0.3 -0.1
C -3.376083 -0.911544 -1.308211 0.2 -0.3 0.2
B -3.289683 0.019054 -0.066643 -0.5 0.2 -0.5
O -2.646742 1.243029 -0.140662 0.2 -0.3 0.3
B -2.079057 1.780145 0.990222 0.0 0.6 0.0
C -1.134734 3.023009 0.889294 -0.2 -0.1 0.1
C 0.104607 2.849952 1.750109 0.1 0.1 -0.3
C 0.808399 1.547446 1.429619 0.5 0.4 0.3
Cl 1.233973 4.236860 1.424873 0.0 0.0 0.0
O -2.304522 1.174451 2.228050 0.1 -0.3 -0.3
B -2.969296 -0.021569 2.223460 -0.3 0.3 0.6
P -2.727490 -1.218095 3.748637 -0.7 -0.5 0.0
O -2.051990 -0.364598 4.928065 0.3 0.1 -0.3
O -1.522361 -2.207356 3.379631 -0.1 0.1 0.1
S -4.356120 -2.102682 4.266210 0.1 0.1 0.0
O -3.761897 -0.389901 1.184186 0.6 -0.4 -0.2
H -3.684082 0.331526 -3.866528 -0.1 0.1 0.1
H -2.507333 1.342625 -3.016846 0.1 0.1 0.0
H -2.316442 0.940134 -4.743841 0.1 0.2 0.0
H -2.120281 -1.516947 -4.042303 -0.3 0.0 -0.1
H -0.217836 0.089383 -4.662980 0.1 -0.1 -0.2
H 0.094535 0.215940 -2.940545 0.1 0.1 0.1
H 0.246347 -1.350553 -3.718939 0.1 -0.1 0.0
H -1.204269 -0.571148 -1.353719 0.1 0.1 0.0
H -1.708617 -2.146547 -1.864967 0.2 0.0 0.0
H -4.104656 -0.555306 -2.032366 0.0 0.1 -0.1
H -3.741947 -1.878564 -0.964241 -0.1 -0.1 0.0
H -0.831018 3.119697 -0.152053 0.1 0.1 -0.1
H -1.684864 3.930748 1.147493 0.0 0.1 0.1
H -0.102279 2.931022 2.811675 -0.2 0.0 0.1
H 1.761059 1.503141 1.950638 0.1 -0.1 0.0
H 1.019567 1.468743 0.367342 -0.1 -0.1 -0.1
H 0.217957 0.699304 1.769683 -0.1 -0.1 -0.1
H -2.699847 0.273128 5.235492 -0.1 0.2 0.4
H -1.168365 -2.036553 2.504349 0.3 -0.1 -0.2
B 4.739926 -1.063878 0.268640 0.1 0.0 0.0
O 3.349974 -0.553512 0.372433 0.1 -0.1 -0.1
C 2.573097 -1.225881 -0.454110 -0.1 0.2 0.2
O 1.394210 -1.057891 -0.609556 -0.2 0.0 0.0
C 3.438799 -2.267536 -1.187105 0.2 -0.2 -0.1
O 3.047867 -3.044949 -2.008768 0.0 0.0 0.0
O 4.677141 -2.141906 -0.742142 -0.1 0.1 0.1
O 5.677514 -0.000043 -0.128473 -0.1 -0.1 0.1
C 6.615928 0.133893 0.800565 0.0 0.1 -0.2
O 7.526492 0.907768 0.779746 0.0 0.0 0.0
C 6.320592 -0.891028 1.914489 -0.1 -0.2 0.1
O 6.960913 -1.052111 2.910773 0.0 0.0 0.0
O 5.228497 -1.560352 1.566310 0.0 0.1 -0.1
```
Positions in Å, forces in eV/Å.

Properties
* Kohn-Sham gap: 9.01 eV
* strongest force on any atom: 0.8 eV/Å
* total charge: -1